The following is a DFT calculation (ωB97M-V with the def2-TZVPD basis set) of a cluster of 2 separate species, C3H4N2O2 in total at a distorted geometry.

Geometry as ORCA input:
```
! RIJCOSX wB97M-V def2-TZVPD def2/J DEFGRID3
* xyz 0 1
C 0.98 -0.28 0.76
C -0.90 -0.74 -0.03
C -0.04 -1.40 1.10
N 0.13 0.08 -0.25
N 0.40 2.15 -1.53
O 2.03 0.05 1.19
O -1.97 -0.96 -0.50
H 0.33 -2.25 0.61
H -0.54 -1.13 2.01
H -0.34 2.57 -0.99
H -0.09 1.89 -2.38
*
```

Results
Energy above the lowest of the compared OMol25 structures with the same formula, charge and spin: 140.4 kcal/mol
HOMO-LUMO gap (spin up / spin down): 9.560 / 7.887 eV
HOMO energy (spin up / spin down): -10.3 / -10.3 eV

***

The following is a DFT calculation (ωB97M-V with the def2-TZVPD basis set) of a structure of composition C9H10GaO6 at a distorted geometry.

Geometry as ORCA input:
```
! RIJCOSX wB97M-V def2-TZVPD def2/J DEFGRID3
* xyz 3 1
O -3.45 0.87 -1.03
C -2.38 0.60 -0.71
Ga -0.27 0.07 -0.08
O -1.22 -2.23 2.06
C -0.92 -1.43 1.29
C 0.61 1.51 -1.38
O 1.15 2.25 -2.08
C -0.18 1.50 1.52
O -0.08 2.26 2.38
C 0.00 -1.46 -1.57
O 0.19 -2.28 -2.35
C 3.92 0.79 -0.20
C 3.11 -0.49 -0.35
O 1.96 -0.50 0.59
C 2.32 -0.88 1.96
C 2.43 -2.38 2.10
H 3.31 1.67 -0.36
H 4.72 0.76 -0.94
H 4.39 0.82 0.78
H 2.67 -0.58 -1.35
H 3.70 -1.39 -0.15
H 3.25 -0.35 2.23
H 1.52 -0.47 2.59
H 3.27 -2.75 1.51
H 2.65 -2.62 3.15
H 1.52 -2.89 1.80
*
```

Results
Energy above the lowest of the compared OMol25 structures with the same formula, charge and spin: 0.0 kcal/mol
HOMO-LUMO gap: 7.765 eV
HOMO energy: -21.7 eV

***

The following is a DFT calculation (ωB97M-V with the def2-TZVPD basis set) of a cluster of 2 separate species, C21H46N2O2S in total at a distorted geometry.

Geometry as ORCA input:
```
! RIJCOSX wB97M-V def2-TZVPD def2/J DEFGRID3
* xyz 1 2
C -2.31 -2.08 -2.02
C -1.49 -0.77 -1.46
S -0.09 -1.17 -0.27
C -0.36 -2.79 0.61
C 0.98 -3.74 0.76
C 0.46 -5.11 1.56
C 2.01 -2.99 1.79
C 3.56 -3.28 1.37
C 4.49 -2.29 2.34
C 4.09 -4.80 1.66
N 3.76 -2.78 -0.04
O 3.42 -1.48 -0.04
C 3.05 -3.59 -1.09
C 3.97 -4.82 -1.73
C 2.73 -2.60 -2.40
C 1.63 -4.25 -0.65
H -3.31 -2.21 -1.40
H -1.71 -3.10 -1.92
H -2.53 -1.98 -3.19
H -2.25 -0.05 -0.90
H -1.08 -0.16 -2.39
H -1.28 -3.42 0.19
H -0.68 -2.51 1.73
H 1.24 -6.00 1.48
H 0.12 -4.89 2.66
H -0.49 -5.47 0.95
H 1.74 -1.85 1.92
H 1.85 -3.47 2.86
H 5.37 -1.91 1.65
H 3.89 -1.35 2.72
H 5.01 -2.89 3.22
H 5.22 -4.95 1.37
H 3.98 -4.98 2.84
H 3.36 -5.58 1.14
H 4.81 -5.18 -1.01
H 3.28 -5.72 -2.12
H 4.52 -4.41 -2.70
H 2.72 -3.34 -3.33
H 3.60 -1.84 -2.61
H 1.66 -2.12 -2.36
H 1.79 -5.42 -0.56
H 0.85 -4.10 -1.53
C -2.56 3.24 -2.00
C -1.88 4.40 -1.29
N -2.83 5.34 -0.52
C -3.75 6.03 -1.55
C -2.03 6.51 0.12
C -1.03 6.14 1.20
C -3.77 4.62 0.48
C -3.13 3.73 1.56
O -2.44 2.63 0.98
C -1.21 2.30 1.62
H -3.26 3.56 -2.76
H -1.79 2.63 -2.50
H -3.08 2.57 -1.31
H -1.36 5.02 -2.04
H -1.12 4.04 -0.60
H -3.13 6.54 -2.30
H -4.38 6.76 -1.03
H -4.38 5.28 -2.03
H -2.75 7.22 0.52
H -1.49 6.99 -0.71
H -1.53 6.03 2.17
H -0.32 6.96 1.34
H -0.45 5.24 0.99
H -4.45 4.02 -0.13
H -4.36 5.41 0.97
H -3.94 3.31 2.17
H -2.50 4.29 2.24
H -1.13 2.72 2.63
H -0.39 2.67 1.01
H -1.13 1.22 1.68
*
```

Results
HOMO-LUMO gap (spin up / spin down): 7.846 / 7.985 eV
HOMO energy (spin up / spin down): -10.2 / -10.3 eV

***

The following is a DFT calculation (ωB97M-V with the def2-TZVPD basis set) of the molecule C7H10.

Geometry as ORCA input:
```
! RIJCOSX wB97M-V def2-TZVPD def2/J DEFGRID3
* xyz 0 1
C -1.92 0.50 -0.30
C -1.11 -0.66 -0.80
C 0.18 -0.66 -1.14
C 1.12 0.50 -0.97
C 1.55 0.69 0.48
C 1.04 -0.07 1.46
C 0.03 -0.97 1.83
H -2.76 0.69 -0.98
H -2.34 0.29 0.69
H -1.33 1.42 -0.21
H -1.68 -1.58 -0.96
H 0.61 -1.58 -1.54
H 0.62 1.43 -1.31
H 2.00 0.39 -1.61
H 2.28 1.46 0.71
H 1.24 0.08 2.55
H 0.49 -1.95 2.10
*
```

Results
Energy above the lowest of the compared OMol25 structures with the same formula, charge and spin: 114.8 kcal/mol
HOMO-LUMO gap: 8.128 eV
HOMO energy: -8.0 eV

***

The following is a DFT calculation (ωB97M-V with the def2-TZVPD basis set) of a structure of composition C48H72CaF3O35 at a distorted geometry.

Geometry as ORCA input:
```
! RIJCOSX wB97M-V def2-TZVPD def2/J DEFGRID3
* xyz 1 1
Ca 0.88 -4.53 -6.40
C -0.53 -0.82 -2.44
O 0.16 -1.96 -1.90
O -0.58 -1.21 -3.78
C -1.94 -0.54 -1.77
F -2.21 -1.18 -0.63
F -1.97 0.74 -1.39
F -2.99 -0.79 -2.54
C 0.66 -1.93 -0.49
C 1.34 -3.26 -0.16
H 1.50 -3.26 0.92
H 0.71 -4.10 -0.45
H 2.29 -3.45 -0.65
H -0.04 -1.55 0.26
H 1.51 -1.25 -0.49
H 0.10 0.05 -2.28
C 1.06 5.96 9.72
C 2.10 5.45 8.66
C 3.09 4.40 9.25
O 2.97 3.27 8.49
C 2.10 3.52 7.51
O 1.87 2.67 6.69
O 1.55 4.72 7.64
H 0.45 5.12 10.03
H 0.45 6.80 9.37
H 1.46 6.31 10.67
H 2.66 6.29 8.23
H 2.92 4.10 10.28
H 4.14 4.70 9.28
C -7.94 5.76 -3.19
C -6.97 6.88 -3.45
C -6.10 6.78 -4.68
O -6.41 7.83 -5.49
C -7.33 8.63 -4.81
O -7.61 9.77 -5.19
O -7.72 8.04 -3.73
H -7.40 4.87 -2.88
H -8.46 5.42 -4.08
H -8.73 6.10 -2.51
H -6.35 7.14 -2.59
H -6.27 5.93 -5.34
H -5.05 6.74 -4.38
C 0.76 7.27 -0.20
C 0.51 8.71 0.11
C 0.80 9.74 -1.00
O -0.24 10.68 -0.99
C -1.27 10.08 -0.33
O -2.42 10.50 -0.42
O -0.86 8.95 0.28
H 0.22 7.00 -1.11
H 0.39 6.55 0.53
H 1.79 6.98 -0.41
H 1.09 8.89 1.01
H 0.74 9.33 -2.01
H 1.78 10.19 -0.83
C -8.84 -1.82 -8.40
C -8.40 -0.47 -7.84
C -7.26 0.23 -8.64
O -7.89 1.47 -8.97
C -9.23 1.46 -8.64
O -9.99 2.44 -8.82
O -9.54 0.32 -8.12
H -7.99 -2.48 -8.23
H -9.03 -1.76 -9.47
H -9.72 -2.19 -7.88
H -8.22 -0.45 -6.77
H -7.02 -0.21 -9.60
H -6.37 0.32 -8.02
C 1.52 -4.89 9.45
C 0.08 -4.34 9.36
C -0.51 -4.10 7.98
O -1.68 -4.91 8.05
C -1.80 -5.58 9.22
O -2.69 -6.37 9.51
O -0.73 -5.30 10.01
H 2.14 -4.27 8.80
H 1.53 -5.96 9.22
H 1.89 -4.74 10.46
H 0.06 -3.36 9.85
H 0.15 -4.52 7.22
H -0.74 -3.06 7.77
C -0.11 4.73 -9.28
C 1.25 4.68 -8.59
C 2.41 4.73 -9.57
O 3.13 5.93 -9.34
C 2.67 6.44 -8.13
O 3.20 7.35 -7.51
O 1.46 5.88 -7.89
H -0.43 3.87 -9.87
H -0.29 5.69 -9.76
H -0.84 4.76 -8.47
H 1.36 3.84 -7.92
H 2.04 4.67 -10.59
H 3.10 3.90 -9.39
C 9.19 -5.73 0.06
C 9.07 -6.94 1.09
C 10.08 -6.69 2.17
O 9.38 -6.75 3.40
C 8.07 -6.79 3.10
O 7.18 -6.78 3.92
O 7.86 -6.91 1.79
H 8.48 -5.92 -0.75
H 10.18 -5.66 -0.39
H 8.98 -4.74 0.46
H 9.16 -7.90 0.60
H 10.55 -5.72 2.03
H 10.89 -7.42 2.07
C 7.76 0.12 3.84
C 8.01 1.55 3.48
C 8.74 2.39 4.47
O 9.64 3.09 3.67
C 9.69 2.56 2.40
O 10.57 2.91 1.60
O 8.76 1.59 2.32
H 8.65 -0.49 3.69
H 6.99 -0.45 3.33
H 7.53 0.02 4.90
H 7.06 2.08 3.32
H 9.34 1.85 5.20
H 8.19 3.21 4.94
C -4.63 5.39 4.83
C -4.87 4.19 3.91
C -4.01 2.97 4.29
O -4.94 1.96 4.20
C -6.17 2.38 4.10
O -7.14 1.68 4.21
O -6.20 3.68 3.98
H -5.13 6.33 4.59
H -3.58 5.70 4.80
H -4.95 5.24 5.86
H -4.71 4.52 2.89
H -3.61 3.01 5.30
H -3.17 2.92 3.60
C -6.69 -5.13 0.82
C -6.43 -5.75 -0.55
C -6.85 -4.92 -1.74
O -5.83 -5.20 -2.70
C -4.81 -5.74 -2.12
O -3.71 -5.92 -2.58
O -5.06 -5.86 -0.80
H -6.27 -5.70 1.66
H -7.75 -4.97 1.04
H -6.18 -4.18 0.91
H -6.86 -6.75 -0.62
H -6.68 -3.87 -1.52
H -7.82 -5.22 -2.13
C 6.68 -12.92 -3.44
C 5.19 -12.60 -3.30
C 4.59 -12.39 -1.88
O 4.23 -11.02 -2.02
C 4.34 -10.56 -3.22
O 3.87 -9.45 -3.62
O 5.07 -11.35 -3.96
H 7.33 -12.08 -3.23
H 6.97 -13.43 -4.35
H 6.91 -13.59 -2.60
H 4.56 -13.36 -3.75
H 5.32 -12.48 -1.08
H 3.69 -12.96 -1.64
*
```

Results
Energy above the lowest of the compared OMol25 structures with the same formula, charge and spin: 340.7 kcal/mol
HOMO-LUMO gap: 3.189 eV
HOMO energy: -10.6 eV

***

The following is a DFT calculation (ωB97M-V with the def2-TZVPD basis set) of a cluster of 2 separate species, C2H8NO in total.

Geometry as ORCA input:
```
! RIJCOSX wB97M-V def2-TZVPD def2/J DEFGRID3
* xyz 1 1
N -1.58 0.69 0.81
H -0.79 0.25 0.31
H -2.41 0.73 0.22
H -1.31 1.64 1.09
H -1.81 0.13 1.63
C 1.53 -0.97 0.23
C 1.09 -0.15 -0.71
O -0.03 -0.37 -1.51
H 2.33 -0.59 0.85
H 1.19 -1.98 0.40
H 1.53 0.82 -0.92
H 0.25 -0.18 -2.41
*
```

Results
Energy above the lowest of the compared OMol25 structures with the same formula, charge and spin: 25.2 kcal/mol
HOMO-LUMO gap: 9.998 eV
HOMO energy: -14.0 eV